Formula: C6H10O3
Source: the Open Molecules 2025 dataset
Level of theory: the ωB97M-V functional and the def2-TZVPD basis

energy above the lowest of the compared OMol25 structures with the same formula, charge and spin	143.2	kcal/mol
E_LUMO	0.2	eV
strongest force on any atom	0.0934	hartree/bohr
E_tot	-12520.5623	eV
Kohn-Sham gap	8.5354	eV
net charge	0

Last column: Löwdin charge in e.
Element x y z (Å)
O 0.856 -0.551 1.738  -0.018
H 0.705 2.472 1.093  0.118
H 1.746 -2.281 0.953  0.129
C 2.615 -0.584 -0.076  -0.074
C -1.021 -0.036 -0.460  -0.015
H -2.543 0.141 -3.260  0.095
H 0.479 -1.095 -0.101  0.047
C -3.068 0.125 -2.208  -0.172
C 0.365 0.684 1.551  -0.383
H 3.041 -1.311 -0.774  0.063
O -0.624 1.058 2.485  0.127
H 2.332 0.346 -0.571  0.048
C -1.918 0.194 -1.247  -0.273
H -1.291 0.411 2.520  0.094
H -3.777 -0.688 -1.983  0.057
H 3.360 -0.277 0.864  0.133
C 1.359 -1.291 0.624  -0.215
H -3.787 1.015 -2.258  0.071
O 1.172 1.667 1.110  0.167


Formula: C43H123N9O14
Source: the Open Molecules 2025 dataset
Level of theory: the ωB97M-V functional and the def2-TZVPD basis

E_LUMO	0.5	eV
strongest force on any atom	0.0630	hartree/bohr
E_tot	-88654.2775	eV
Kohn-Sham gap	9.1145	eV
net charge	0

Last column: Löwdin charge in e.
Element x y z (Å)
H -18.332 14.259 4.990  0.082
C -21.225 13.299 -4.576  -0.109
H -24.797 15.846 -0.048  0.062
H -25.590 11.582 -6.235  0.137
H -28.032 14.613 -1.106  0.030
C -22.134 9.420 -0.770  -0.185
H -20.283 10.998 -7.753  0.056
C -25.015 11.300 3.712  -0.455
H -28.006 18.600 -0.827  0.073
H -21.573 14.922 -0.911  0.053
H -28.593 10.324 -0.698  0.075
H -19.611 12.807 -6.327  0.105
H -19.480 10.039 -5.185  0.104
H -24.698 16.097 -2.390  0.122
H -25.716 10.881 1.891  0.007
O -20.596 12.055 -4.734  -0.238
C -19.842 12.404 1.008  -0.415
H -19.588 11.774 -1.048  0.126
H -30.871 8.805 -3.414  0.116
O -22.651 11.311 3.776  -0.233
H -27.186 11.428 3.991  0.077
C -16.934 8.834 -0.402  -0.177
C -25.110 11.492 -5.230  -0.164
C -23.084 16.323 -0.944  -0.388
C -28.553 7.578 -1.507  -0.195
H -22.373 10.372 -0.266  0.117
H -19.832 13.375 2.893  0.062
H -25.561 12.698 -1.080  0.063
H -24.349 14.198 -5.692  0.059
H -14.758 8.880 1.329  0.077
H -20.864 14.429 5.256  0.101
H -23.859 11.456 5.501  0.128
H -22.951 15.699 -4.778  0.069
C -19.313 10.657 -6.034  -0.401
C -28.252 13.368 0.461  -0.307
O -23.642 12.609 -0.119  -0.157
H -30.972 16.702 0.105  0.107
H -21.446 9.900 4.635  0.094
O -29.136 8.451 -2.499  -0.234
H -31.578 13.657 -3.637  0.087
H -17.984 9.411 -7.265  0.060
H -17.873 11.133 -7.491  0.081
H -21.353 10.753 -6.637  0.065
H -23.471 15.663 0.925  0.039
H -28.146 6.449 1.013  0.078
O -17.987 9.511 -1.053  -0.218
C -22.337 10.043 -3.059  -0.101
H -27.441 10.027 -3.273  0.067
H -24.042 11.342 -5.412  0.111
C -17.626 13.955 -1.587  -0.049
C -23.850 10.924 4.538  -0.187
H -24.140 11.262 1.861  0.067
C -23.588 16.025 -2.373  -0.162
H -27.704 12.098 1.957  0.051
H -15.112 11.511 0.263  0.070
C -30.767 17.319 -0.812  -0.120
H -21.260 13.897 -5.531  0.104
H -26.329 18.808 -1.522  0.087
H -22.639 9.483 -3.958  0.095
N -27.875 7.417 0.882  0.054
H -30.754 9.282 -1.646  0.053
H -22.801 8.990 2.047  0.055
H -20.227 14.439 1.506  0.073
H -27.795 13.872 -3.386  0.097
H -21.761 15.902 2.844  0.027
N -20.438 10.446 -6.940  0.047
H -17.269 8.476 0.574  0.128
N -22.057 8.511 1.510  0.062
H -25.012 12.409 3.740  0.128
O -26.573 17.200 -0.235  -0.155
H -20.002 13.574 -0.771  0.098
C -19.592 13.634 1.874  -0.045
H -17.144 10.301 -6.046  0.069
H -19.652 15.377 3.443  0.022
C -15.607 9.718 -0.398  -0.429
H -13.520 9.351 0.089  0.089
H -23.692 13.566 -0.223  0.002
H -24.564 8.007 -0.768  0.061
C -26.303 10.807 4.300  -0.058
C -14.531 8.938 0.285  -0.087
C -17.824 9.613 -2.464  -0.088
H -18.224 15.632 6.149  0.071
H -16.647 13.633 -2.009  0.093
H -18.198 11.465 1.690  0.053
C -28.581 8.168 -0.132  -0.432
H -28.263 12.598 -0.290  0.086
C -24.165 8.243 0.200  -0.070
C -22.621 8.290 0.147  -0.392
C -21.637 15.984 -0.807  -0.047
H -29.168 6.630 -1.549  0.133
N -28.337 14.583 -2.845  0.068
H -22.884 14.186 4.137  0.083
H -16.619 7.858 -0.928  0.138
H -22.420 13.865 2.434  0.055
C -27.330 13.063 1.594  -0.083
H -21.266 9.113 1.520  0.027
C -21.491 11.012 4.509  -0.138
H -15.311 9.959 -1.393  0.107
H -27.565 7.366 -1.881  0.116
H -19.019 14.127 6.626  0.071
H -24.106 14.357 2.867  0.078
C -25.677 10.452 -4.255  -0.452
O -18.037 13.092 -0.464  -0.225
H -19.195 10.435 0.833  0.060
H -30.229 13.383 -4.714  0.070
H -25.986 13.864 -6.099  0.095
H -22.417 7.337 -0.253  0.110
C -20.166 15.290 5.333  -0.293
H -18.556 10.361 -2.824  0.081
N -27.069 10.793 -3.887  0.062
H -27.485 13.703 2.468  0.092
C -23.231 16.773 -4.597  -0.121
O -25.350 12.722 -4.529  -0.228
N -19.145 11.218 1.488  0.078
H -25.988 8.208 -4.243  0.084
H -17.957 8.704 -3.054  0.092
H -17.589 14.974 -1.224  0.077
H -31.755 17.630 -1.211  0.092
H -29.263 13.427 0.813  0.099
H -22.751 11.030 -3.154  0.047
O -30.051 16.680 -1.835  -0.190
N -24.875 10.745 2.351  0.090
C -19.422 12.131 -5.513  -0.188
H -30.265 12.609 -3.040  0.079
C -30.549 8.556 -2.360  -0.092
H -29.611 8.246 0.203  0.132
N -15.868 10.888 0.451  0.065
H -20.552 16.049 5.967  0.106
H -30.301 18.258 -0.516  0.076
H -18.379 13.976 -2.365  0.058
C -27.970 9.607 -0.110  -0.032
H -27.005 11.594 -3.263  0.043
H -21.271 16.139 0.173  0.052
H -24.313 16.935 -4.845  0.098
O -22.825 9.233 -2.001  -0.182
H -21.042 16.620 -1.523  0.112
H -27.456 17.586 -2.086  0.030
H -20.667 11.256 3.783  0.073
C -25.281 13.924 -5.256  -0.114
H -14.470 7.963 -0.180  0.068
H -23.288 17.322 -0.719  0.124
H -23.345 15.035 -2.837  0.121
N -23.850 15.483 0.011  0.078
H -26.463 9.779 3.932  0.094
C -17.971 10.336 -6.743  -0.038
C -30.459 13.506 -3.658  -0.055
H -27.808 15.415 -2.891  0.050
H -16.718 11.303 0.162  0.014
H -21.074 9.245 -0.932  0.117
C -23.038 14.455 3.068  -0.126
H -26.904 7.356 0.720  0.034
C -25.750 9.095 -4.863  -0.077
H -26.285 12.874 1.305  0.068
H -22.653 17.484 -5.146  0.080
O -22.980 16.991 -3.244  -0.200
C -27.115 18.095 -1.243  -0.123
H -20.683 13.880 -3.846  0.075
H -18.534 13.858 1.871  0.091
H -23.734 9.852 4.809  0.137
H -24.581 7.628 1.019  0.083
H -24.875 11.156 -0.658  0.050
O -27.924 14.650 -0.108  -0.140
H -29.867 15.494 -4.068  0.139
H -24.723 8.871 -5.254  0.083
H -18.631 12.580 -4.847  0.135
C -24.652 12.142 -1.044  -0.124
H -22.222 13.175 -4.160  0.069
C -18.821 14.805 5.815  -0.074
H -26.315 10.823 5.369  0.067
H -24.979 10.447 -3.388  0.112
C -29.781 14.832 -3.198  -0.364
H -16.815 9.922 -2.673  0.068
H -24.227 12.001 -2.077  0.064
H -24.529 9.263 0.463  0.044
C -19.423 12.702 -0.427  -0.182
H -27.924 9.931 0.911  0.059
H -25.638 14.690 -4.576  0.071
O -20.067 15.962 4.067  -0.089
H -31.632 15.542 -2.391  0.124
H -30.598 14.797 -1.162  0.130
H -30.922 7.581 -2.028  0.087
H -27.328 16.645 0.096  0.067
H -21.259 10.195 -3.059  0.070
H -20.904 12.200 0.942  0.121
C -30.600 15.412 -2.073  -0.234
H -27.014 9.629 -0.599  0.060
H -21.331 11.571 5.489  0.098
O -22.698 15.803 2.718  -0.137
H -26.400 9.118 -5.756  0.090


Formula: C39H36IN2O6
Source: the Open Molecules 2025 dataset
Level of theory: the ωB97M-V functional and the def2-TZVPD basis

spin multiplicity	2
<S²>	0.75
E_LUMO (spin up / spin down)	-1.2 / -1.2	eV
strongest force on any atom	0.0180	hartree/bohr
E_tot	-64392.3354	eV
Kohn-Sham gap (spin up / spin down)	7.1904 / 8.3539	eV
net charge	0

Last column: Löwdin charge in e.
Element x y z (Å)
O 5.173 3.279 1.648  -0.017
H -5.577 -3.496 6.876  0.121
H -2.010 -0.297 -2.972  0.117
H -2.073 -1.770 8.638  0.108
C -4.594 -3.057 6.781  -0.001
I 2.646 -2.075 -1.443  0.814
C 6.219 0.817 2.175  -0.023
H 2.805 0.499 3.969  0.088
H -2.712 -2.565 -0.528  0.108
C -2.328 -1.092 -7.964  -0.003
H 5.789 1.876 -0.400  0.092
H -2.548 -1.711 -9.999  0.107
C -2.266 -0.906 -9.334  -0.058
H 4.365 0.842 -0.734  0.053
H 0.596 -0.999 1.771  0.106
C -3.890 -2.643 7.899  -0.054
C -2.953 -2.561 2.845  -0.080
C 1.948 1.526 1.628  -0.042
H 1.301 1.499 0.754  0.099
H 6.385 -0.233 2.400  0.083
C -1.101 2.273 -6.736  -0.278
H 5.884 0.120 -0.280  0.093
C 2.457 0.110 1.987  -0.448
C -1.645 0.640 -3.366  0.001
H -1.445 -1.894 1.494  0.099
H -1.240 1.491 -1.449  0.096
C 2.555 3.859 2.327  -0.023
C -2.161 -2.139 4.034  -0.269
C 3.950 -0.165 1.724  -0.062
C -4.036 -2.909 5.518  -0.080
H 3.638 3.921 -0.234  0.092
H -0.386 3.620 -2.375  0.104
C -2.623 -2.086 7.762  -0.055
H 2.995 2.334 -0.741  0.070
H -0.332 3.965 -4.827  0.120
C -1.841 0.311 -9.855  -0.058
H 4.085 -0.906 0.939  0.072
O 0.634 -0.089 -0.710  -0.002
C 4.902 1.002 1.389  -0.456
H 3.402 4.531 2.448  0.079
H 4.300 -0.641 2.638  0.114
C 1.581 -0.976 1.307  -0.149
H 2.257 3.516 3.316  0.080
H -1.797 0.455 -10.926  0.107
C -2.064 -1.933 6.505  -0.002
C -0.698 3.037 -4.410  0.000
H 1.890 3.569 -0.209  0.083
H -1.081 -1.500 6.385  0.119
H 2.056 -1.937 1.497  0.107
C 2.886 3.161 -0.041  -0.020
H -2.660 -2.032 -7.546  0.120
H 6.217 1.416 3.081  0.087
C -4.913 -3.547 1.851  0.002
C -3.129 -2.732 0.457  -0.047
C -4.207 -3.158 2.982  -0.081
O -0.740 3.337 -7.192  0.106
C -1.212 1.643 -2.517  -0.063
C -4.808 -3.375 4.329  -0.276
C -1.603 0.828 -4.741  -0.080
H 7.064 1.156 1.577  0.081
C -1.961 -0.062 -7.107  -0.083
C -1.525 1.157 -7.631  -0.082
H -4.328 -2.755 8.882  0.108
C 5.242 0.984 -0.104  -0.034
O -5.888 -3.911 4.454  0.111
O -2.466 -1.324 -5.180  0.104
C 2.950 2.680 1.416  -0.451
C -2.420 -2.351 1.582  0.002
C -4.376 -3.333 0.593  -0.049
H -1.138 2.290 -9.400  0.120
C -1.472 1.340 -9.007  -0.003
H -5.881 -4.014 1.969  0.121
H -4.929 -3.636 -0.287  0.110
C -2.769 -2.338 5.379  -0.082
H 1.297 1.810 2.452  0.113
N 4.344 2.317 1.790  -0.130
C -1.135 2.035 -5.266  -0.083
H 1.750 4.434 1.874  0.086
O -1.061 -1.639 3.908  0.091
H 1.286 -0.018 3.670  0.070
C -0.734 2.840 -3.039  -0.050
C -2.049 -0.279 -5.634  -0.277
C 1.411 -0.810 -0.172  -0.785
N 2.261 -0.165 3.429  0.072